Entry 1:
{"formula": "C14H10ClFN6O2", "method": "ωB97M-V with the def2-TZVPD basis set", "fmax_ev_per_a": 14.6, "smiles": "COc1ccc(/C=N/n2cnnc2)cc1Oc1nc(Cl)ncc1F", "orbital_gap_ev": 7.305, "homo_ev": -8.37, "elements": ["C", "O", "C", "C", "C", "C", "C", "N", "N", "C", "N", "N", "C", "C", "C", "O", "C", "N", "C", "Cl", "N", "C", "C", "F", "H", "H", "H", "H", "H", "H", "H", "H", "H", "H"], "positions_angstrom": [[-2.2714, -3.5110, -1.3588], [-2.2249, -2.4409, -0.5918], [-1.0785, -1.9641, -0.5095], [0.0565, -2.2051, -0.9058], [1.1608, -1.5193, -0.5156], [1.2003, -0.2898, 0.0771], [2.2891, 0.5584, 0.6397], [3.5176, 0.2718, 0.0070], [4.5773, 0.9173, 0.3688], [5.8733, 0.6735, -0.5188], [6.8542, 1.3803, 0.0872], [6.1646, 2.1305, 0.8167], [4.9311, 2.1907, 0.8509], [-0.0423, 0.0490, 0.7159], [-1.0846, -0.7525, 0.5336], [-2.3865, -0.2152, 1.2039], [-3.1014, 0.7408, 0.6587], [-2.4945, 1.2090, -0.3350], [-3.2096, 2.5236, -0.5688], [-2.6006, 3.4074, -1.7481], [-4.3943, 2.8121, -0.2437], [-4.9581, 2.0648, 0.9990], [-4.1946, 0.8246, 1.4078], [-4.7743, 0.1984, 2.4359], [-3.2036, -3.8579, -1.4418], [-1.8803, -3.1316, -2.4869], [-1.6973, -4.4493, -1.1191], [0.1975, -2.9016, -1.6296], [2.1550, -1.6726, -1.2780], [2.2928, 1.4150, 1.1204], [6.0745, -0.4142, -0.7926], [4.0796, 2.5840, 1.4982], [-0.0958, 0.8497, 1.4077], [-5.7316, 2.5240, 1.2153]], "forces_ev_per_a": [[3.4, -2.0, -5.8], [-3.8, -0.6, 1.2], [-4.8, 9.1, 9.2], [6.2, -2.2, -2.7], [6.8, 2.4, -4.0], [-1.4, 0.7, 3.8], [5.9, -6.1, -7.8], [-6.6, -0.4, 2.2], [4.6, 1.0, -5.0], [-0.3, -3.4, 3.8], [-2.0, -4.1, -4.4], [3.7, 9.5, 5.4], [-5.1, -4.2, 1.7], [0.6, -1.0, -0.3], [-3.3, -0.1, -1.2], [3.9, -5.6, 0.9], [4.9, -5.1, 0.9], [-2.6, 7.8, -2.5], [0.4, -6.0, 0.0], [2.4, 2.5, -3.2], [-2.7, -1.1, 5.7], [11.8, -6.2, -6.0], [-9.6, 9.1, 0.0], [1.6, -1.0, -0.3], [-3.9, -0.9, -0.5], [-1.1, -1.5, 2.5], [0.3, 1.3, 0.4], [0.6, -2.3, -1.9], [-2.5, -0.2, 2.7], [-1.1, 3.8, 2.9], [-0.6, 1.7, -0.4], [2.2, 0.7, -0.6], [-0.2, 0.8, 0.3], [-7.6, 3.5, 2.9]]}



Entry 2:
{"formula": "C4H6O2", "method": "ωB97M-V with the def2-TZVPD basis set", "de_lowest_kj_mol": 310.68, "fmax_ev_per_a": 0.5, "orbital_gap_ev": 8.091, "homo_ev": -7.92, "elements": ["O", "C", "C", "C", "C", "O", "H", "H", "H", "H", "H", "H"], "positions_angstrom": [[2.2737, -0.5290, -0.7882], [1.0163, -0.6291, -0.4168], [-0.9336, -0.0645, 0.9976], [-1.3027, 0.1840, -0.3664], [0.3149, 0.4758, 0.0843], [0.7922, 1.6422, 0.1881], [2.5381, 0.4065, -0.6511], [0.5947, -1.6223, -0.4991], [-0.9231, -1.0859, 1.3713], [-1.1046, 0.7067, 1.7402], [-1.6962, 1.1561, -0.6383], [-1.5698, -0.6406, -1.0214]], "forces_ev_per_a": [[-0.2, 0.3, 0.1], [-0.1, 0.0, 0.1], [0.1, 0.1, 0.1], [-0.1, 0.0, -0.1], [0.1, -0.5, -0.1], [0.0, -0.1, 0.0], [-0.2, 0.0, 0.1], [0.0, 0.0, 0.0], [0.1, 0.2, -0.1], [0.0, -0.1, -0.1], [0.1, -0.1, 0.0], [0.2, 0.2, 0.1]]}



Entry 3:
{"formula": "C28H29F17O26PS", "method": "ωB97M-V with the def2-TZVPD basis set", "de_lowest_kj_mol": 250.72, "fmax_ev_per_a": 7.1, "orbital_gap_ev": 6.396, "homo_ev": -4.89, "total_charge": -1, "elements": ["O", "S", "O", "P", "C", "F", "F", "C", "F", "F", "C", "F", "F", "C", "F", "F", "F", "H", "H", "H", "H", "H", "C", "C", "O", "C", "O", "O", "F", "H", "H", "H", "C", "C", "O", "C", "O", "O", "F", "H", "H", "H", "C", "C", "O", "C", "O", "O", "F", "H", "H", "H", "C", "C", "O", "C", "O", "O", "F", "H", "H", "H", "C", "C", "O", "C", "O", "O", "F", "H", "H", "H", "C", "C", "O", "C", "O", "O", "F", "H", "H", "H", "C", "C", "O", "C", "O", "O", "F", "H", "H", "H", "C", "C", "O", "C", "O", "O", "F", "H", "H", "H"], "positions_angstrom": [[-4.6078, -0.7042, -3.5728], [-3.0895, -0.5727, -3.5185], [-2.6825, -1.2418, -2.2046], [-2.3321, -1.6622, -5.2875], [-2.6297, 1.2674, -3.5140], [-3.3653, 1.8541, -2.4674], [-3.0923, 1.7782, -4.7562], [-1.0609, 1.5437, -3.4464], [-0.6063, 2.0199, -4.6962], [-0.3650, 0.3448, -3.2299], [-0.6125, 2.6182, -2.3640], [0.7168, 2.9852, -2.7022], [-1.3392, 3.8063, -2.3877], [-0.4917, 1.9860, -0.8827], [-1.3992, 0.9629, -0.6685], [-0.6184, 2.9213, 0.1279], [0.7831, 1.3819, -0.8480], [-3.2829, -2.7188, -4.9303], [-1.3556, -2.3226, -4.4182], [-1.4183, -0.5699, -5.5746], [-3.3660, -0.9799, -6.0688], [-1.8857, -2.4157, -6.4559], [-3.9218, 2.4335, 1.6530], [-3.8846, 3.9198, 1.8009], [-5.1194, 4.2082, 2.4320], [-5.4197, 3.1026, 3.1644], [-6.2406, 3.0773, 4.0364], [-4.6716, 2.0330, 2.7954], [-3.8622, 4.5319, 0.5912], [-4.4431, 2.1124, 0.7464], [-2.9267, 1.9907, 1.6598], [-3.0616, 4.2902, 2.4173], [-1.9830, -1.7295, 2.0445], [-1.1914, -0.4613, 2.0018], [-0.2193, -0.6518, 3.0102], [-0.0149, -1.9951, 3.0666], [0.9226, -2.5074, 3.6054], [-0.9992, -2.6836, 2.4291], [-1.9600, 0.6057, 2.3373], [-2.7785, -1.7039, 2.7943], [-2.4201, -1.9818, 1.0774], [-0.6961, -0.2735, 1.0472], [-6.7895, 1.8688, 6.6111], [-8.0756, 1.9223, 7.3731], [-7.8202, 1.0934, 8.4928], [-6.4798, 1.1855, 8.7185], [-5.9440, 0.8431, 9.7293], [-5.8265, 1.7233, 7.6530], [-9.0910, 1.3818, 6.6573], [-6.7320, 1.0076, 5.9411], [-6.6083, 2.7746, 6.0326], [-8.3563, 2.9229, 7.7138], [4.5767, -1.1778, -2.0186], [4.0323, 0.2182, -2.0819], [4.1236, 0.5344, -3.4589], [4.0059, -0.6505, -4.1154], [3.7701, -0.7517, -5.2830], [4.1823, -1.7103, -3.2830], [4.8115, 1.0851, -1.3901], [5.6656, -1.2039, -1.9379], [4.1528, -1.7546, -1.2009], [2.9940, 0.3126, -1.7513], [6.9407, -2.8362, -5.1646], [8.1640, -3.6914, -5.2746], [9.0067, -3.1782, -4.2608], [8.1709, -2.6865, -3.3035], [8.5083, -2.4202, -2.1911], [6.9003, -2.5437, -3.7710], [8.7743, -3.5201, -6.4722], [7.0257, -1.9038, -5.7290], [6.0375, -3.3572, -5.4834], [7.9861, -4.7562, -5.0999], [-1.6026, 2.2511, 7.7347], [-2.1587, 3.6388, 7.6650], [-2.0364, 3.9643, 6.2938], [-2.1245, 2.7792, 5.6281], [-2.3320, 2.6802, 4.4577], [-1.9560, 1.7195, 6.4640], [-1.4035, 4.5050, 8.3849], [-0.5147, 2.2388, 7.8440], [-2.0432, 1.6653, 8.5420], [-3.2057, 3.7199, 7.9698], [2.9609, -3.6986, -6.1674], [1.8497, -4.6372, -6.5181], [2.1814, -5.0485, -7.8327], [3.5389, -4.9805, -7.9069], [4.1917, -5.5002, -8.7608], [4.0626, -4.2530, -6.8820], [0.6619, -3.9947, -6.5532], [2.7783, -2.6796, -6.5155], [3.1615, -3.6714, -5.0960], [1.7763, -5.5130, -5.8668], [3.9602, 1.0408, 3.1098], [2.8454, 0.1076, 2.7553], [3.1699, -0.2924, 1.4373], [4.5263, -0.2259, 1.3580], [5.1706, -0.7383, 0.4949], [5.0563, 0.4912, 2.3867], [1.6565, 0.7515, 2.7277], [3.7774, 2.0638, 2.7696], [4.1644, 1.0584, 4.1807], [2.7730, -0.7731, 3.3996]], "forces_ev_per_a": [[2.9, 1.7, -0.5], [-4.4, -3.3, 4.5], [0.5, 2.3, -2.2], [1.2, -2.1, -3.3], [-1.3, 0.8, -0.7], [1.6, -0.3, -1.7], [0.7, -0.7, 2.6], [0.7, 0.0, -1.5], [-0.9, -0.7, 2.4], [-1.1, 2.2, 0.0], [1.7, 1.2, 0.0], [-2.3, -0.5, 0.6], [0.9, -2.5, 0.1], [0.6, -1.0, 0.3], [1.4, 2.2, -0.4], [0.4, -1.8, -1.9], [-2.4, 1.3, 0.6], [-0.2, 0.4, 0.3], [0.1, 0.5, 0.1], [0.2, 0.2, 0.2], [0.0, 0.1, 0.4], [-0.1, 0.1, 0.2], [0.7, -0.6, -0.5], [0.1, 0.4, -0.6], [0.1, -0.5, 0.6], [-0.4, -0.4, 0.4], [0.3, 0.1, -0.6], [-0.6, 0.7, 0.3], [0.0, 0.2, 0.0], [0.0, 0.3, 0.0], [-0.5, 0.3, 0.1], [-0.1, 0.1, -0.1], [-0.8, -0.4, -0.6], [-0.1, 0.4, 0.1], [-0.5, -1.1, -0.2], [0.4, -0.7, 0.5], [-0.4, 0.3, -0.2], [0.6, 0.4, 0.3], [0.5, -0.3, 0.2], [0.1, 0.2, 0.0], [0.2, -0.1, 0.0], [-0.1, 0.1, 0.1], [0.3, 0.6, -0.8], [-0.5, -0.4, -0.3], [0.5, 0.5, 0.0], [0.7, -0.4, 0.8], [-0.3, 0.2, -0.6], [-0.4, -0.2, 0.6], [-0.2, 0.1, 0.1], [-0.2, 0.1, 0.1], [0.1, -0.3, 0.2], [-0.2, -0.1, 0.0], [0.1, -0.8, 0.5], [0.3, 0.3, 0.3], [-0.4, -0.6, 0.0], [-0.1, -0.3, -0.9], [0.3, 0.1, 0.5], [-0.3, 0.7, -0.5], [-0.1, 0.3, -0.1], [-0.1, 0.2, 0.0], [-0.1, -0.1, -0.4], [0.1, 0.2, 0.0], [-1.0, 0.1, -0.4], [0.4, 0.1, -0.5], [-0.6, -0.2, 0.2], [0.2, 0.5, 1.2], [-0.2, -0.1, -0.7], [0.7, -0.2, 0.1], [0.1, -0.2, 0.0], [0.2, -0.1, 0.0], [0.0, 0.1, 0.2], [0.1, 0.0, -0.1], [0.1, -0.8, 0.6], [0.3, 0.6, 0.2], [-0.3, -0.6, 0.1], [-0.1, -0.4, -1.2], [0.2, 0.2, 0.6], [-0.1, 0.6, -0.3], [-0.1, 0.1, 0.1], [-0.1, 0.2, 0.0], [-0.1, -0.1, -0.2], [0.1, 0.1, 0.1], [0.1, 0.6, 0.7], [-0.8, 0.4, -0.1], [0.7, -0.2, 0.4], [0.7, -0.4, -0.9], [-0.3, 0.3, 0.5], [-0.2, -0.4, -0.4], [0.0, -0.2, 0.0], [-0.2, -0.1, 0.0], [0.2, 0.0, -0.1], [-0.2, 0.0, -0.1], [0.4, 0.6, 0.6], [-0.7, 0.2, 0.1], [0.6, -0.1, 0.3], [0.8, -0.3, -0.7], [-0.3, 0.3, 1.0], [-0.3, -0.4, -0.4], [0.5, 0.4, -0.1], [-0.2, -0.1, -0.1], [0.2, -0.1, -0.1], [-0.2, 0.0, -0.1]]}



Entry 4:
{"formula": "C6H10FNO", "method": "ωB97M-V with the def2-TZVPD basis set", "de_lowest_kj_mol": 133.31, "fmax_ev_per_a": 5.2, "smiles": "CC(C)(O)C#C[C@H](N)F", "orbital_gap_ev": 10.222, "homo_ev": -9.61, "elements": ["C", "C", "C", "O", "C", "C", "C", "N", "F", "H", "H", "H", "H", "H", "H", "H", "H", "H", "H"], "positions_angstrom": [[0.9599, -0.0337, 1.8725], [-0.3847, -0.4657, 1.2411], [-0.5508, -1.9454, 1.3135], [-1.3816, 0.2604, 1.8939], [-0.3452, -0.0287, -0.1371], [-0.5876, 0.2268, -1.2896], [-0.3066, 0.8372, -2.8536], [0.7875, 1.6916, -2.7007], [-1.3671, 1.4453, -3.3397], [1.1589, 1.0229, 1.5802], [1.1083, -0.3571, 2.9430], [1.9056, -0.5801, 1.3532], [0.0787, -2.4072, 0.6137], [-0.2313, -2.2066, 2.2971], [-1.6306, -2.1894, 1.3229], [-1.4932, 1.1828, 1.6281], [-0.0025, 0.0727, -3.4749], [0.7183, 2.3462, -1.9869], [1.5640, 1.1279, -2.2767]], "forces_ev_per_a": [[3.1, -1.4, -1.1], [2.1, 1.8, -0.1], [-2.0, 0.5, 1.8], [-1.7, -0.4, 1.3], [-0.8, -0.2, -1.2], [0.5, 1.1, -3.3], [0.0, -0.6, 5.2], [2.9, -1.0, -0.8], [-1.3, 0.7, -0.4], [-0.3, -0.5, 1.0], [-0.6, 1.0, -0.9], [-2.2, 0.9, 0.8], [0.4, -0.8, -1.1], [0.4, -0.6, 0.8], [0.6, -0.2, -0.8], [0.5, -0.4, -0.3], [0.2, -2.0, -1.2], [-1.1, 1.8, 1.4], [-0.8, 0.3, -1.2]]}



Entry 5:
{"formula": "C12H42O9", "method": "ωB97M-V with the def2-TZVPD basis set", "de_lowest_kj_mol": 36.07, "fmax_ev_per_a": 1.4, "smiles": "CC(C)O.CC(C)O.CC(C)O.CC(C)O.O.O.O.O.O", "orbital_gap_ev": 9.253, "homo_ev": -9.41, "elements": ["C", "C", "C", "O", "H", "H", "H", "H", "H", "H", "H", "H", "C", "C", "C", "O", "H", "H", "H", "H", "H", "H", "H", "H", "C", "C", "C", "O", "H", "H", "H", "H", "H", "H", "H", "H", "C", "C", "C", "O", "H", "H", "H", "H", "H", "H", "H", "H", "O", "H", "H", "O", "H", "H", "O", "H", "H", "O", "H", "H", "O", "H", "H"], "positions_angstrom": [[4.2533, -0.5249, 0.8559], [3.3264, -1.4524, 1.6104], [3.1021, -1.0455, 3.0762], [2.0534, -1.5087, 0.8960], [5.2782, -0.6306, 1.2092], [3.9510, 0.5089, 1.0683], [4.1721, -0.5947, -0.2251], [3.7535, -2.4636, 1.6849], [2.4173, -1.7874, 3.4959], [2.5672, -0.0971, 3.0900], [4.0559, -1.0819, 3.5951], [1.7380, -2.4121, 1.0123], [2.1689, 2.1563, -3.5076], [1.8455, 0.8283, -2.8591], [2.4547, -0.3778, -3.5721], [2.4142, 0.8975, -1.5203], [1.9855, 2.0626, -4.5878], [3.2342, 2.3855, -3.4850], [1.5161, 2.9344, -3.1274], [0.7600, 0.7056, -2.7668], [2.4320, -1.2577, -2.9325], [3.5002, -0.1205, -3.7820], [2.0017, -0.5361, -4.5510], [2.2922, 0.0190, -1.1391], [-1.2836, 2.8208, -1.1428], [-2.7032, 2.2907, -1.0004], [-3.6430, 2.7656, -2.0974], [-2.7075, 0.8691, -0.9743], [-1.1460, 3.8928, -1.0389], [-1.0009, 2.4796, -2.1436], [-0.6233, 2.2880, -0.4534], [-3.1801, 2.5987, -0.0545], [-3.5527, 3.8519, -2.1385], [-4.6450, 2.4519, -1.8205], [-3.3396, 2.3620, -3.0627], [-1.9949, 0.5639, -0.4007], [-2.0311, 1.3956, 3.4481], [-1.0010, 0.6730, 2.6016], [0.1696, 1.5818, 2.3005], [-0.5902, -0.5316, 3.2400], [-1.5507, 1.7740, 4.3589], [-2.9165, 0.8096, 3.6767], [-2.3313, 2.3207, 2.9480], [-1.4731, 0.3972, 1.6589], [-0.1259, 2.5273, 1.8500], [0.8867, 1.1052, 1.6273], [0.7316, 1.7936, 3.2180], [-0.4754, -0.4176, 4.1886], [-1.6137, -2.0415, -2.9740], [-1.1336, -1.5279, -2.3012], [-1.9572, -2.8141, -2.4761], [-3.9245, -2.8511, 0.7527], [-3.0097, -2.7579, 1.0787], [-4.4731, -2.4036, 1.4046], [-2.2664, -4.0959, -1.2561], [-1.5835, -4.6955, -0.9352], [-3.0657, -4.3224, -0.7568], [-0.4323, -0.9514, -0.5989], [-0.9297, -1.6272, -0.1000], [0.4896, -1.0727, -0.3096], [-1.2702, -2.7567, 1.8226], [-0.5061, -3.3392, 1.8670], [-1.0703, -2.0132, 2.4549]], "forces_ev_per_a": [[-0.4, 0.8, 0.4], [0.0, -0.2, 0.3], [-0.7, -0.5, -1.1], [0.6, -0.3, 0.3], [0.0, -0.1, -0.2], [0.1, -0.1, 0.0], [0.2, -0.5, 0.0], [-0.1, 0.1, -0.6], [0.2, 0.0, 0.3], [0.4, 0.2, 0.3], [-0.1, 0.4, 0.2], [-0.1, 0.2, -0.1], [-0.2, -0.6, -1.2], [0.5, -0.2, 0.7], [0.5, 1.0, -0.3], [-0.4, -0.2, -0.3], [-0.3, 0.1, 0.2], [0.0, 0.1, 0.6], [0.3, 0.3, 0.2], [0.0, 0.0, -0.1], [-0.2, -0.2, -0.2], [0.0, -0.2, 0.2], [-0.3, -0.3, 0.2], [0.0, 0.1, 0.2], [-0.1, -1.0, -0.4], [-0.5, 0.1, 0.8], [0.7, -0.1, 0.4], [-0.1, 0.0, -0.3], [-0.2, 0.1, 0.0], [0.4, 0.3, 0.0], [0.0, 0.2, 0.1], [0.3, 0.4, 0.0], [-0.3, 0.0, -0.1], [-0.2, 0.1, -0.3], [-0.1, -0.1, 0.0], [0.1, -0.1, -0.3], [0.3, 0.8, 0.1], [-0.5, 0.8, 0.1], [0.9, -0.2, 0.1], [0.2, -0.6, -0.2], [-0.1, -0.4, 0.2], [0.0, -0.1, 0.0], [-0.2, -0.2, -0.2], [0.1, -0.4, 0.0], [-0.2, 0.0, 0.0], [-0.2, -0.1, -0.1], [-0.2, 0.1, 0.0], [-0.1, 0.3, 0.0], [0.1, -0.3, 0.3], [-0.3, -0.2, -0.3], [0.2, 0.7, -0.4], [0.2, 0.0, 0.2], [-0.3, -0.1, -0.1], [0.0, -0.1, -0.1], [0.0, -0.5, 0.4], [-0.1, 0.0, -0.1], [0.1, 0.3, -0.1], [0.2, -0.3, 0.5], [0.2, 0.2, -0.2], [-0.4, 0.2, 0.0], [0.3, 0.6, 0.4], [-0.2, -0.1, 0.0], [0.0, -0.4, -0.5]]}



Entry 6:
{"formula": "C6H15N2", "method": "ωB97M-V with the def2-TZVPD basis set", "de_lowest_kj_mol": 209.40, "fmax_ev_per_a": 3.6, "smiles": "C/C(N)=C/CCC[NH3+]", "orbital_gap_ev": 9.636, "homo_ev": -12.63, "total_charge": 1, "elements": ["C", "C", "N", "C", "C", "C", "C", "N", "H", "H", "H", "H", "H", "H", "H", "H", "H", "H", "H", "H", "H", "H", "H"], "positions_angstrom": [[2.2486, -1.4139, 0.8099], [0.9288, -1.0005, 0.2624], [-0.2662, -1.1933, 1.0586], [0.8010, -0.6353, -1.0304], [-0.5250, -0.1344, -1.5900], [-0.9807, 1.3187, -1.2758], [-0.5320, 1.8339, 0.0861], [-1.3875, 1.1987, 1.1324], [2.7634, -2.3658, 0.5391], [3.0812, -0.6983, 0.6792], [2.3751, -1.5663, 1.8686], [-0.0029, -1.8302, 1.8175], [-0.8330, -1.8353, 0.4906], [1.6187, -0.8095, -1.7256], [-0.3305, -0.1847, -2.6492], [-1.3115, -0.8539, -1.3040], [-2.0413, 1.2767, -1.4958], [-0.4262, 1.9722, -1.9532], [-0.4607, 2.9013, 0.3526], [0.5623, 1.5755, 0.1494], [-0.9535, 0.1779, 1.2882], [-2.2586, 0.7832, 0.7247], [-1.6208, 1.5055, 2.0793]], "forces_ev_per_a": [[2.6, -0.5, 0.8], [0.8, -0.6, -1.9], [0.6, -1.5, 0.1], [-0.7, 0.1, 1.2], [1.0, -0.8, 0.3], [1.4, 0.1, -0.1], [0.8, 0.9, 0.6], [-0.8, -3.5, 0.2], [-1.1, 0.3, -0.9], [-0.7, 0.1, -0.6], [-1.1, 0.3, 0.9], [-0.1, 0.7, 0.2], [-0.3, 0.5, 0.1], [0.1, 0.5, 0.3], [-0.8, -0.1, -0.5], [0.1, 0.3, -0.4], [-0.2, 0.9, 0.2], [-0.5, 0.0, -0.3], [-0.8, -0.1, -1.0], [-1.2, -0.5, 0.6], [0.3, 0.5, 0.1], [0.5, 1.4, 0.2], [0.5, 1.0, -0.5]]}